DFT (ωB97M-V/def2-TZVPD) results for a single C5H7NO molecule.

Last column: Mulliken charge in e.
Atoms and positions in Å:
C (1.12, 1.46, 0.13)  -1.10
C (-0.08, 0.56, 0.16)  0.43
C (-1.36, 0.89, 0.47)  -0.56
O (-2.18, -0.18, 0.44)  -0.36
C (-1.41, -1.25, 0.09)  -0.61
C (-0.12, -0.86, -0.10)  0.65
N (0.99, -1.66, -0.41)  -0.56
H (0.93, 2.36, -0.46)  0.31
H (1.99, 0.95, -0.31)  0.27
H (1.41, 1.77, 1.13)  0.26
H (-1.82, 1.84, 0.73)  0.42
H (-1.90, -2.21, 0.03)  0.38
H (1.68, -1.16, -0.96)  0.24
H (0.73, -2.51, -0.90)  0.24

Results
Net charge ... 0
Orbital gap ... 8.96 eV
LUMO ... 1.0 eV



DFT (ωB97M-V/def2-TZVPD) results for a molecular structure, C6H10N5O3.

Last column: Mulliken charge in e.
Atoms and positions in Å:
C (-0.41, -1.02, 0.79)  0.89
C (-0.63, 1.43, -0.12)  0.43
C (-2.52, -0.13, 0.30)  0.50
C (2.04, -1.09, 0.62)  -0.43
C (2.27, 0.38, 0.76)  -0.59
C (0.37, 0.62, -0.80)  -0.18
N (0.67, -1.41, 1.13)  -0.39
N (-1.68, -1.02, 0.88)  -0.53
N (-2.03, 1.07, -0.18)  -0.10
N (-3.82, -0.45, 0.45)  -0.36
N (1.78, 1.04, -0.47)  -0.02
O (-0.38, 2.50, 0.37)  -0.57
O (0.40, -1.70, -1.72)  -0.50
O (0.40, -0.03, -1.88)  -0.49
H (2.12, -1.39, -0.44)  0.31
H (2.75, -1.63, 1.26)  0.40
H (1.71, 0.79, 1.59)  0.34
H (3.42, 0.67, 0.84)  0.37
H (-2.60, 1.88, -0.35)  0.30
H (-4.04, -1.38, 1.00)  0.31
H (-4.64, 0.10, 0.23)  0.21
H (1.92, 2.05, -0.41)  0.39
H (2.26, 0.73, -1.25)  0.40
H (0.61, -2.02, -2.57)  0.30

Results
Net charge ... +1
Orbital gap (spin up / spin down) ... 8.05 / 8.05 eV
LUMO (spin up / spin down) ... -3.9 / -3.9 eV



DFT (ωB97M-V/def2-TZVPD) results for a single C14H19NO4S molecule.

Last column: Mulliken charge in e.
Atoms and positions in Å:
C (-3.93, -2.36, 0.87)  -1.14
C (-2.76, -1.63, 1.57)  -0.27
H (-3.01, -1.48, 2.61)  0.32
H (-1.89, -2.15, 1.43)  0.32
O (-2.77, -0.44, 1.00)  -0.28
C (-2.11, -0.10, 0.13)  0.29
O (-1.62, -1.00, -0.42)  -0.64
C (-1.96, 1.50, -0.26)  0.41
H (-2.92, 1.96, 0.12)  0.64
C (-0.75, 1.93, 0.75)  -1.43
N (0.39, 1.66, 0.26)  0.24
S (1.61, 1.28, 1.19)  1.28
O (1.15, 0.59, 2.42)  -0.69
O (2.66, 2.37, 1.35)  -0.77
C (2.50, -0.24, 0.38)  0.21
C (1.67, -1.28, 0.13)  0.12
C (2.41, -2.50, -0.51)  -0.82
C (3.72, -2.45, -0.54)  -0.67
C (4.62, -1.25, -0.17)  -1.10
C (3.86, -0.21, 0.58)  -0.61
H (4.40, 0.57, 0.78)  0.62
H (5.48, -1.30, 0.01)  0.75
H (4.24, -3.14, -1.00)  0.49
H (1.72, -3.10, -0.80)  0.73
H (0.66, -1.01, -0.20)  0.16
C (0.87, 1.99, -1.08)  -0.66
C (-0.26, 1.28, -2.05)  -0.95
C (-1.63, 2.04, -1.62)  -1.63
H (-1.85, 2.93, -1.55)  0.88
H (-2.39, 1.39, -2.17)  0.28
H (-0.06, 1.98, -3.09)  0.24
H (-0.25, 0.35, -2.22)  0.79
H (0.85, 3.10, -1.04)  0.40
H (1.75, 1.46, -1.35)  0.42
H (-0.82, 3.01, 0.77)  0.41
H (-0.85, 1.82, 1.82)  0.68
H (-4.06, -3.37, 1.00)  0.48
H (-4.94, -1.83, 1.13)  0.23
H (-3.72, -2.37, -0.25)  0.27

Results
Net charge ... 0
Orbital gap ... 9.38 eV
LUMO ... 0.3 eV



DFT (ωB97M-V/def2-TZVPD) results for 2 unconnected molecules or ions with the total composition C5H9P.

Last column: Mulliken charge in e.
Atoms and positions in Å:
C (-1.82, 0.42, -0.18)  0.18
C (-1.60, 1.68, -0.46)  -0.47
C (-2.73, -0.48, 0.53)  -0.62
C (2.84, -0.79, 0.39)  -0.51
C (2.95, 0.01, -0.64)  -0.42
P (-1.35, -1.31, -0.41)  -0.06
H (-0.78, 2.00, -1.08)  0.25
H (-2.23, 2.45, -0.06)  0.23
H (-2.71, -0.50, 1.62)  0.24
H (-3.73, -0.61, 0.13)  0.25
H (2.69, -0.42, 1.39)  0.24
H (-0.44, -1.30, 0.66)  -0.01
H (2.91, -1.86, 0.29)  0.24
H (2.89, 1.08, -0.53)  0.22
H (3.11, -0.36, -1.64)  0.23

Results
Net charge ... 0
Orbital gap ... 10.35 eV
LUMO ... 1.0 eV



DFT (ωB97M-V/def2-TZVPD) results for a molecular structure, C32H23Cl5N2O5S2Sc.

Last column: Mulliken charge in e.
Atoms and positions in Å:
Sc (8.78, -16.10, 9.77)  -0.43
C (12.82, -20.44, 14.73)  -1.46
C (11.72, -19.55, 14.26)  1.09
C (11.93, -18.81, 13.09)  -0.90
C (11.00, -17.95, 12.56)  0.08
C (9.83, -17.72, 13.28)  -0.49
C (9.62, -18.38, 14.47)  -0.11
C (10.54, -19.32, 14.95)  -0.81
S (8.60, -16.59, 12.69)  1.70
O (7.70, -16.33, 13.79)  -0.78
O (9.27, -15.39, 12.10)  -0.66
N (7.93, -17.17, 11.40)  0.48
C (7.33, -18.52, 11.17)  -0.48
C (7.38, -18.75, 9.66)  0.44
O (6.70, -19.59, 9.09)  -0.73
O (8.25, -17.98, 9.11)  -0.58
H (13.78, -20.14, 14.30)  0.35
H (12.69, -21.48, 14.37)  0.28
H (12.80, -20.48, 15.82)  0.37
H (12.91, -18.97, 12.58)  0.27
H (11.18, -17.41, 11.62)  -0.10
H (8.71, -18.16, 15.05)  0.41
H (10.37, -19.79, 15.91)  0.39
H (6.31, -18.60, 11.55)  0.24
H (7.95, -19.24, 11.68)  0.35
Cl (8.57, -15.88, 6.94)  -0.11
C (8.70, -14.17, 7.37)  1.07
C (8.92, -13.91, 8.74)  -1.05
C (8.99, -12.56, 9.03)  0.84
Cl (9.28, -12.05, 10.72)  -0.11
C (8.84, -11.54, 8.10)  -0.26
Cl (8.87, -9.84, 8.55)  -0.19
C (8.62, -11.87, 6.75)  0.33
Cl (8.66, -10.68, 5.49)  -0.22
C (8.59, -13.23, 6.38)  -0.16
Cl (8.30, -13.62, 4.73)  -0.22
N (18.84, -17.14, 10.62)  -0.54
C (17.74, -16.78, 10.51)  0.03
C (16.35, -16.52, 10.29)  0.54
C (15.86, -16.60, 8.99)  -0.58
C (14.54, -16.52, 8.74)  -0.64
C (13.66, -16.28, 9.78)  0.64
C (14.14, -16.20, 11.09)  -0.33
C (15.48, -16.32, 11.35)  -0.71
C (12.28, -16.18, 9.62)  0.14
C (11.06, -16.19, 9.60)  -0.70
H (16.54, -16.73, 8.20)  0.51
H (14.26, -16.57, 7.69)  0.46
H (13.45, -16.08, 11.91)  0.63
H (15.82, -16.33, 12.37)  0.44
C (6.61, -10.30, 12.67)  -1.55
C (6.28, -11.41, 11.74)  1.34
C (6.43, -12.72, 12.16)  -1.02
C (6.13, -13.77, 11.27)  -0.11
C (5.77, -13.44, 9.96)  0.66
C (5.68, -12.12, 9.54)  -1.14
C (5.87, -11.11, 10.45)  -0.63
S (5.86, -14.67, 8.66)  0.67
C (4.13, -15.20, 8.46)  -1.13
O (6.52, -15.87, 9.31)  -0.34
H (6.51, -10.59, 13.69)  0.42
H (5.97, -9.42, 12.48)  0.38
H (7.64, -10.02, 12.52)  0.27
H (6.77, -12.93, 13.18)  0.33
H (6.27, -14.80, 11.60)  0.42
H (5.42, -11.95, 8.47)  0.27
H (5.84, -10.05, 10.09)  0.28
H (3.60, -15.19, 9.42)  0.33
H (4.17, -16.20, 8.02)  0.42
H (3.69, -14.49, 7.74)  0.36

Results
Net charge ... -1
Orbital gap ... 7.95 eV
LUMO ... 2.0 eV



DFT (ωB97M-V/def2-TZVPD) results for a single C4H7NO2 molecule.

Last column: Mulliken charge in e.
Atoms and positions in Å:
C (-0.69, -0.57, 1.48)  -1.35
C (0.40, 0.15, 0.71)  0.44
C (0.84, -0.58, -0.57)  -0.55
N (-0.03, 0.07, -1.53)  -0.22
C (-0.41, 1.31, -1.08)  0.47
O (-0.94, 2.19, -1.71)  -0.58
O (-0.10, 1.41, 0.24)  -0.37
H (-1.53, -0.82, 0.82)  0.32
H (-1.06, 0.07, 2.29)  0.36
H (-0.29, -1.50, 1.92)  0.36
H (1.26, 0.36, 1.36)  0.30
H (0.64, -1.66, -0.51)  0.29
H (1.90, -0.43, -0.78)  0.28
H (0.08, -0.05, -2.52)  0.25

Results
Net charge ... 0
Orbital gap ... 10.84 eV
LUMO ... 0.8 eV



Calculated max |F|, 0.26; 3.18; 19.17; 0.46; 1.91; 0.43 eV/A (same order as the records).
Calculated energy above the lowest of the compared OMol25 structures with the same formula, charge and spin, 0.852; 2.812; 13.463; 1.692; 0.324; 0.010 eV (same order as the records).